This record from OMol25 describes 3 unconnected molecules or ions with the total composition C31H50F5N4O13S4. The level of theory is the ωB97M-V functional and the def2-TZVPD basis.

Cartesian coordinates (Å):
1 C 3.102 0.963 2.600
2 C 3.619 -0.109 1.551
3 C 2.356 -0.490 0.675
4 O 1.469 -1.287 1.505
5 C 0.136 -0.962 1.244
6 O -0.345 -0.060 1.868
7 C -0.614 -1.837 0.202
8 S -1.373 -0.860 -1.163
9 C -2.139 0.596 -0.436
10 C -1.581 1.942 -0.671
11 C -2.267 3.071 -0.018
12 S -1.662 4.798 -0.168
13 O -0.763 4.982 -1.279
14 O -2.822 5.660 -0.243
15 C -0.835 5.140 1.489
16 F -0.542 6.439 1.643
17 F -1.809 4.852 2.429
18 C 0.384 4.179 1.762
19 F 1.080 4.631 2.834
20 F 1.216 4.068 0.696
21 F -0.012 2.912 2.075
22 N -3.358 2.808 0.740
23 N -3.915 1.670 0.993
24 C -3.334 0.569 0.452
25 C -3.982 -0.808 0.801
26 C -3.888 -0.933 2.397
27 C -5.099 -0.254 3.136
28 C -5.245 -0.743 4.642
29 S -6.620 -1.964 4.832
30 C -6.599 -2.881 3.285
31 N -7.368 -2.575 2.236
32 N -7.121 -3.467 1.243
33 C -6.170 -4.290 1.693
34 O -5.816 -3.975 2.968
35 O 4.079 -1.268 2.274
36 C 5.429 -1.499 2.082
37 O 5.844 -1.837 1.007
38 C 6.488 -1.394 3.231
39 S 6.126 -0.086 4.475
40 H 2.512 1.709 1.999
41 H 3.935 1.480 3.126
42 H 2.403 0.473 3.325
43 H 4.401 0.325 0.873
44 H 1.852 0.449 0.351
45 H 2.706 -1.130 -0.179
46 H 0.136 -2.533 -0.258
47 H -1.385 -2.485 0.697
48 H -0.687 2.125 -1.300
49 H -3.792 3.634 1.181
50 H -5.048 -0.804 0.473
51 H -3.376 -1.642 0.388
52 H -3.734 -1.993 2.722
53 H -2.954 -0.387 2.707
54 H -6.072 -0.380 2.595
55 H -4.888 0.847 3.217
56 H -5.558 0.154 5.239
57 H -4.276 -1.082 5.077
58 H -5.779 -5.105 1.053
59 H 6.585 -2.359 3.791
60 H 7.502 -1.163 2.819
61 H 5.278 -0.693 5.367
62 C 9.329 -3.408 -1.002
63 O 9.137 -2.224 -1.756
64 C 8.236 -1.290 -1.190
65 C 8.860 0.026 -0.722
66 O 9.923 0.002 0.219
67 C 11.120 -0.691 -0.104
68 C 11.915 -0.283 -1.345
69 O 11.212 -0.376 -2.573
70 C 11.000 0.851 -3.246
71 H 8.812 -4.236 -1.495
72 H 10.394 -3.647 -0.992
73 H 8.975 -3.318 0.028
74 H 7.661 -1.740 -0.374
75 H 7.517 -1.039 -1.976
76 H 8.060 0.596 -0.241
77 H 9.154 0.643 -1.572
78 H 10.929 -1.763 -0.092
79 H 11.784 -0.528 0.752
80 H 12.745 -0.997 -1.424
81 H 12.362 0.705 -1.209
82 H 11.239 1.722 -2.630
83 H 9.943 0.914 -3.527
84 H 11.583 0.872 -4.167
85 C -6.064 1.998 -2.181
86 O -6.600 0.693 -2.079
87 C -7.868 0.606 -1.442
88 C -9.030 0.178 -2.339
89 O -9.319 0.921 -3.512
90 C -8.323 1.052 -4.514
91 C -7.743 -0.204 -5.168
92 O -7.114 -1.114 -4.279
93 C -7.732 -2.385 -4.172
94 H -5.246 2.087 -1.456
95 H -5.642 2.125 -3.179
96 H -6.808 2.777 -2.005
97 H -8.115 1.542 -0.929
98 H -7.772 -0.159 -0.666
99 H -9.933 0.241 -1.728
100 H -8.954 -0.877 -2.598
101 H -7.533 1.709 -4.153
102 H -8.799 1.623 -5.317
103 H -6.954 0.142 -5.847
104 H -8.496 -0.698 -5.787
105 H -8.718 -2.420 -4.642
106 H -7.854 -2.623 -3.110
107 H -7.084 -3.148 -4.604

Cartesian forces, eV/Å:
0.1 -0.2 -0.8
-1.9 1.2 0.5
1.7 -0.6 0.0
-1.4 0.2 -1.2
1.1 -0.1 0.8
-0.8 -0.2 -0.6
0.3 -0.4 0.9
0.1 0.6 -0.1
-0.2 3.0 1.6
-2.0 -0.5 1.3
1.1 -3.0 -0.8
-1.1 2.8 -2.5
0.1 -1.5 1.5
0.4 -1.4 1.3
-0.6 -0.3 1.5
0.1 -1.4 -0.9
0.8 -0.1 -1.0
1.7 -0.7 1.1
-0.8 -0.2 -1.3
-1.0 0.5 0.9
-0.3 1.3 -0.6
1.4 2.1 -0.6
0.9 -1.9 -0.9
0.4 -1.2 -1.0
0.6 1.0 1.5
-0.1 0.6 0.0
0.5 0.3 0.8
0.1 0.9 -0.9
0.5 -0.7 -0.7
-0.8 0.5 -1.8
0.9 -0.1 1.9
1.9 -1.4 0.6
-2.0 1.7 -0.7
0.0 0.0 -0.2
1.3 0.7 0.2
1.2 -0.7 -0.3
-0.4 0.3 0.1
-0.9 -0.2 1.0
0.0 -0.1 0.2
0.6 -0.5 0.7
-0.6 -0.5 -0.3
0.7 0.4 -0.6
-0.6 -0.6 0.6
0.4 -0.7 0.1
-0.5 0.7 0.5
-0.8 0.8 0.0
0.7 0.7 -0.2
-0.7 -0.1 0.5
-0.1 -0.5 -0.1
0.8 -0.2 0.0
-0.7 0.8 -0.2
-0.4 0.7 -0.5
-0.7 -0.6 -0.1
0.9 0.0 0.4
-0.3 -1.0 -0.3
0.0 -1.0 -0.4
-0.8 -0.1 -0.4
0.1 0.5 1.2
-0.2 0.7 -0.7
-1.1 -0.1 0.1
0.5 0.0 -0.8
0.0 -0.1 -0.4
0.0 0.0 0.5
0.1 -0.1 0.1
0.2 0.3 -0.4
-0.1 0.0 0.1
0.1 -0.3 0.1
0.0 -0.4 -0.1
0.1 0.5 0.3
-0.3 -0.3 -0.2
-0.1 -0.1 0.1
0.0 0.0 0.0
0.0 0.0 0.0
0.2 0.0 0.0
-0.1 0.2 0.0
0.0 -0.1 0.2
0.0 -0.2 -0.2
0.0 -0.1 -0.3
0.0 0.2 0.0
0.1 0.1 0.2
-0.2 0.1 0.0
0.1 -0.1 0.0
0.0 0.0 0.0
0.1 0.1 0.0
0.1 -0.5 0.0
-0.1 0.4 0.1
-0.1 0.0 0.0
-0.1 -0.5 -0.2
0.1 0.1 0.1
0.1 0.2 0.0
0.3 0.2 0.1
-0.5 -0.1 -0.2
0.2 0.0 0.4
0.0 0.3 0.1
0.0 0.1 0.0
0.0 0.0 0.0
0.1 0.1 -0.1
-0.2 -0.1 0.1
0.0 0.2 0.0
0.3 0.0 0.0
0.2 -0.2 0.0
-0.1 -0.1 0.0
-0.2 0.1 -0.1
-0.1 -0.1 0.2
0.1 0.0 0.0
0.0 0.0 -0.1
-0.1 -0.1 -0.2

Output
- Gap between HOMO and LUMO: 4.50 eV
- Net charge: +1
- LUMO: -5.7149 eV
- Relative energy (zero: lowest compared OMol25 entry of this formula, charge and spin): 0.00 kJ/mol
- E_HOMO: -10.21 eV

Here are the Löwdin charges for atoms 1 to 8, given in e:
1 C -0.03
2 C -0.29
3 C -0.10
4 O -0.03
5 C -0.48
6 O 0.13
7 C -0.31
8 S 0.99

---

This record from OMol25 describes a molecular structure, C10H29BN4OP2Zn. The level of theory is the ωB97M-V functional and the def2-TZVPD basis.

Cartesian coordinates (Å):
1 Zn 0.538 0.057 -0.962
2 H -4.593 2.663 -2.271
3 H 0.860 1.765 0.057
4 P 1.113 1.021 -2.980
5 C 0.170 0.467 -4.450
6 H 0.565 0.935 -5.364
7 H 0.266 -0.623 -4.540
8 H -0.893 0.713 -4.334
9 C 0.914 2.845 -3.016
10 H 1.660 3.333 -2.371
11 H 1.061 3.201 -4.047
12 H -0.090 3.130 -2.671
13 C 2.814 0.831 -3.640
14 H 3.021 -0.239 -3.795
15 H 2.895 1.357 -4.607
16 H 3.544 1.246 -2.930
17 C 2.545 0.039 -0.244
18 O 3.635 -0.038 0.126
19 H 1.072 2.430 1.558
20 H 1.672 3.215 0.172
21 H -0.403 4.249 -0.403
22 H -1.272 3.036 1.150
23 B -0.432 3.389 0.398
24 N 0.894 2.690 0.584
25 H -3.902 2.505 -1.998
26 H -0.717 -0.452 -1.773
27 C -2.368 -1.950 2.919
28 N -1.851 -2.973 1.964
29 C -0.707 -3.682 2.576
30 N 0.371 -2.750 3.018
31 C -0.201 -1.757 3.940
32 N -1.337 -0.990 3.351
33 C -0.892 -0.091 2.284
34 P -0.135 -1.063 0.910
35 C -1.475 -2.331 0.689
36 C 1.033 -2.103 1.873
37 H -2.739 -2.480 3.814
38 H -3.168 -1.399 2.410
39 H -0.289 -4.385 1.841
40 H -1.072 -4.222 3.466
41 H 0.592 -1.048 4.202
42 H -0.590 -2.287 4.827
43 H -1.755 0.466 1.895
44 H -0.147 0.625 2.673
45 H -1.132 -3.120 0.011
46 H -2.365 -1.866 0.245
47 H 1.860 -1.476 2.229
48 H 1.433 -2.886 1.217

Cartesian forces, eV/Å:
-0.3 -0.8 -0.6
0.6 -0.1 0.2
0.2 -1.0 -0.4
1.2 0.9 -1.4
-0.3 -0.1 0.3
-0.1 0.0 0.4
-0.1 0.3 0.1
0.2 -0.1 0.0
-0.1 0.1 -0.3
-0.1 -0.2 -0.2
-0.1 0.1 0.4
0.2 -0.1 -0.2
0.1 0.1 -0.1
0.0 0.4 0.1
0.1 -0.2 0.4
-0.1 -0.2 -0.3
2.1 -0.8 0.1
-1.5 0.4 -0.3
0.2 0.0 -0.2
0.0 -0.3 0.3
-0.4 0.0 -0.1
-0.2 0.1 -0.3
0.4 0.4 0.6
-0.2 1.9 0.7
-0.6 0.1 -0.2
-1.0 -0.5 -0.3
0.6 -0.3 -0.4
0.2 0.6 0.3
0.1 0.8 0.1
-0.4 -0.2 0.0
-0.4 0.0 -0.6
0.3 -0.2 0.6
-0.2 -0.6 0.2
-0.3 -0.5 0.8
-0.3 -0.3 0.2
-0.2 -0.3 0.6
0.0 0.3 -0.4
0.0 -0.2 0.3
-0.1 0.1 0.3
0.2 0.2 -0.4
-0.2 -0.1 0.2
0.3 0.3 -0.3
0.2 0.0 0.1
-0.3 -0.2 0.0
0.0 0.3 -0.1
0.3 -0.1 0.0
0.0 -0.2 0.0
0.1 0.2 0.1

Output
- Multiplicity: 2
- Gap between HOMO and LUMO (spin up / spin down): 4.69 / 5.71 eV
- Net charge: +1
- LUMO (spin up / spin down): -4.3700 / -4.2811 eV
- Relative energy (zero: lowest compared OMol25 entry of this formula, charge and spin): 13.64 kJ/mol
- E_HOMO (spin up / spin down): -9.06 / -9.99 eV

Here are the natural (NBO) charges for atoms 1 to 8, given in e:
1 Zn 1.24
2 H 0.02
3 H 0.21
4 P 0.73
5 C -0.94
6 H 0.24
7 H 0.26
8 H 0.26

---

This record from OMol25 describes 2 unconnected molecules or ions with the total composition C4H11NO. The level of theory is the ωB97M-V functional and the def2-TZVPD basis.

Cartesian coordinates (Å):
1 C 1.491 -2.154 0.326
2 C 0.470 -2.215 1.477
3 H 2.404 -2.524 0.877
4 H 1.329 -2.815 -0.505
5 H 1.363 -1.031 0.040
6 H -0.475 -2.011 1.302
7 H 0.796 -1.418 2.200
8 H 0.468 -3.046 2.185
9 C -0.302 2.917 -0.987
10 C -0.823 1.676 -0.395
11 O -0.878 1.560 0.807
12 N -1.515 0.733 -1.096
13 H 0.374 2.743 -1.833
14 H -0.202 3.629 -0.257
15 H -1.752 -0.042 -0.563
16 H -1.617 0.593 -2.169
17 H -1.130 3.404 -1.409

Cartesian forces, eV/Å:
-0.5 1.1 1.8
4.3 0.0 2.6
-0.2 1.2 -1.3
-0.3 -0.2 -0.4
1.3 -2.1 0.0
-4.6 1.0 -1.5
-0.3 -0.3 -0.7
0.3 -0.7 -0.7
-0.4 -1.6 -2.5
-1.4 -0.2 0.8
0.7 -0.1 1.3
0.3 0.5 -4.7
0.4 0.5 0.7
2.0 1.3 2.0
-0.6 -1.5 1.0
0.6 0.8 2.8
-1.7 0.3 -1.5

Output
- Gap between HOMO and LUMO: 10.59 eV
- SMILES string: CC(N)=O.CC
- Net charge: 0
- LUMO: 0.8072 eV
- Relative energy (zero: lowest compared OMol25 entry of this formula, charge and spin): 170.31 kJ/mol
- E_HOMO: -9.79 eV

Here are the natural (NBO) charges for atoms 1 to 8, given in e:
1 C -0.62
2 C -0.60
3 H 0.21
4 H 0.20
5 H 0.22
6 H 0.19
7 H 0.20
8 H 0.20

---

This record from OMol25 describes a molecular structure, C34H49CeClO3P4. The level of theory is the ωB97M-V functional and the def2-TZVPD basis.

Cartesian coordinates (Å):
1 P 2.245 1.146 -1.228
2 C 2.647 1.217 -2.966
3 C 2.836 2.479 -3.540
4 H 2.658 3.369 -2.934
5 C 3.267 2.544 -4.860
6 H 3.441 3.527 -5.291
7 C 3.471 1.358 -5.570
8 H 3.810 1.420 -6.596
9 C 3.253 0.101 -4.997
10 H 3.418 -0.818 -5.556
11 C 2.826 0.020 -3.673
12 H 2.643 -0.937 -3.175
13 C 1.627 2.746 -0.660
14 C 0.440 3.263 -1.218
15 H -0.098 2.686 -1.975
16 C -0.036 4.505 -0.803
17 H -0.961 4.892 -1.234
18 C 0.679 5.239 0.144
19 H 0.316 6.211 0.460
20 C 1.858 4.737 0.694
21 H 2.427 5.304 1.429
22 C 2.329 3.486 0.308
23 H 3.250 3.078 0.730
24 C 3.714 0.626 -0.326
25 C 4.937 1.171 -0.753
26 H 4.930 1.886 -1.577
27 C 6.118 0.778 -0.134
28 H 7.054 1.205 -0.483
29 C 6.076 -0.154 0.906
30 H 7.000 -0.455 1.386
31 C 4.865 -0.704 1.331
32 H 4.817 -1.424 2.146
33 C 3.676 -0.318 0.714
34 H 2.722 -0.725 1.050
35 Ce -1.624 -1.841 -0.313
36 C -2.075 -0.753 1.782
37 C -1.317 0.315 2.072
38 H -2.916 -1.024 2.440
39 C -0.203 0.762 1.072
40 O 1.010 0.888 1.850
41 H 1.773 1.140 1.275
42 C 0.041 -0.152 -0.122
43 H -0.467 1.765 0.647
44 C 0.921 -0.092 -1.107
45 Cl -0.722 -2.791 -2.694
46 P -0.255 -3.607 1.055
47 P -3.215 -0.133 -1.490
48 C -0.703 -5.171 0.227
49 H -0.434 -5.116 -0.845
50 H -1.794 -5.352 0.269
51 H -0.142 -5.954 0.760
52 C 1.540 -3.383 0.921
53 H 1.872 -2.585 1.617
54 H 1.785 -3.038 -0.107
55 H 2.007 -4.362 1.143
56 C -0.736 -3.713 2.801
57 H -1.839 -3.795 2.882
58 H -0.445 -2.770 3.304
59 H -0.218 -4.596 3.217
60 C -4.486 -1.184 -2.273
61 H -5.228 -1.527 -1.526
62 H -4.011 -2.084 -2.715
63 H -4.955 -0.567 -3.056
64 C -4.052 1.049 -0.396
65 H -3.292 1.699 0.083
66 H -4.549 0.493 0.425
67 H -4.773 1.624 -1.005
68 C -2.337 0.774 -2.799
69 H -1.563 0.106 -3.233
70 H -1.814 1.648 -2.362
71 H -3.090 1.060 -3.556
72 P -1.508 1.336 3.586
73 C -3.120 0.874 4.199
74 C -1.428 3.048 3.084
75 H -3.141 -0.197 4.456
76 H -3.899 1.078 3.448
77 H -3.301 1.484 5.096
78 H -0.414 3.285 2.722
79 H -1.670 3.640 3.981
80 H -2.168 3.245 2.292
81 C -0.227 0.957 4.769
82 H -0.182 -0.131 4.935
83 H -0.509 1.477 5.701
84 H 0.734 1.317 4.368
85 H 0.868 -0.826 -1.940
86 C -4.893 -5.112 -0.783
87 O -3.786 -4.188 -0.823
88 C -3.589 -3.331 0.165
89 O -4.344 -3.200 1.122
90 H -4.790 -5.718 0.101
91 H -4.778 -5.694 -1.686
92 H -5.805 -4.539 -0.787

Cartesian forces, eV/Å:
-0.4 -0.6 -0.5
-0.1 0.4 0.2
0.1 -0.4 0.0
0.2 -0.2 -0.4
-0.1 -0.1 0.2
0.0 -0.3 -0.2
0.0 0.1 0.0
0.0 0.0 0.0
-0.1 0.1 0.4
0.0 0.3 0.0
0.1 0.4 0.0
0.2 0.2 -0.3
0.1 0.3 0.1
0.2 0.0 0.1
0.2 0.2 0.2
0.1 -0.3 -0.1
0.3 0.0 0.1
0.1 0.0 0.1
0.0 -0.1 -0.1
0.0 -0.1 0.0
-0.2 0.0 -0.2
-0.1 -0.3 -0.4
-0.2 0.2 -0.1
0.2 0.0 0.1
-0.3 -0.1 0.1
0.2 -0.2 0.2
-0.3 0.0 -0.1
-0.1 -0.2 0.2
-0.1 0.0 0.0
-0.1 0.0 0.0
-0.2 0.2 -0.2
0.2 0.1 -0.2
0.0 0.3 -0.2
0.3 0.1 -0.2
-0.1 -2.1 -2.2
-0.2 0.7 0.8
0.9 0.1 -0.7
0.3 0.1 -0.1
1.0 0.5 -0.1
0.4 0.4 -0.1
-1.0 -0.1 0.8
-1.6 0.3 1.2
0.0 -0.5 0.4
0.7 0.2 -0.1
-0.1 0.3 0.5
0.4 -0.8 0.9
-1.2 1.2 -0.4
0.2 -0.2 0.1
0.1 -0.1 0.5
0.7 0.1 0.2
-0.3 -0.1 -0.4
0.3 -0.2 0.0
-0.2 -0.7 -0.2
-0.1 -0.4 0.6
0.2 0.7 -0.1
0.2 -0.3 0.2
0.6 -0.2 -0.1
0.0 -0.6 -0.2
-0.4 0.5 0.3
-0.1 0.1 -0.2
0.4 0.3 -0.4
-0.2 0.5 0.1
-0.1 -0.5 0.2
-0.3 0.4 -0.1
-0.4 -0.2 -0.4
0.1 0.3 -0.6
0.2 0.0 0.6
-0.1 0.1 -0.3
-0.6 0.3 0.1
-0.5 -0.4 -0.3
0.6 0.2 0.1
0.1 -1.4 -1.9
-0.2 0.4 0.5
-0.2 0.4 0.4
0.1 0.5 0.0
0.3 0.0 0.3
-0.2 -0.3 -0.1
-0.4 -0.1 0.2
0.2 0.1 -0.4
0.2 -0.1 0.3
0.0 0.2 0.4
-0.1 0.5 0.0
0.4 -0.3 -0.2
-0.4 -0.2 0.3
0.2 0.5 0.5
0.4 0.4 -0.2
0.3 -0.5 -0.7
0.0 1.1 1.2
0.2 -0.3 -0.5
-0.3 -0.3 0.3
-0.2 -0.2 -0.1
-0.5 -0.1 0.1

Output
- Gap between HOMO and LUMO: 6.98 eV
- Net charge: +2
- LUMO: -5.2703 eV
- E_HOMO: -12.25 eV

Here are the Löwdin charges for atoms 1 to 8, given in e:
1 P 1.10
2 C -0.33
3 C -0.08
4 H 0.11
5 C -0.05
6 H 0.12
7 C -0.04
8 H 0.12

---

no.,total energy (eV)
1,-122446.966
2,-86508.863
3,-7862.788
4,-104786.000